(1)
# C4H37NO16

A 15-piece molecular cluster, C4H37NO16 overall (ωB97M-V with the def2-TZVPD basis set, the Open Molecules 2025 dataset).

```
58
Properties=species:S:1:pos:R:3:nbo_charge:R:1
C 0.1410 1.4383 0.6639 -0.214
N -0.3575 1.3328 2.0377 -0.666
C -1.6229 1.5111 2.4320 0.883
O -2.3922 2.4684 1.8178 -0.693
O -2.1770 0.8740 3.3027 -0.660
C -0.4459 0.3110 -0.1722 -0.421
C 0.1087 0.3071 -1.5698 -0.632
H 0.0249 2.4475 0.2571 0.200
H 1.2281 1.4484 0.6815 0.199
H 0.3173 0.7877 2.5449 0.424
H -1.9102 2.9281 1.1142 0.495
H -1.4768 0.6844 -0.2737 0.201
H -0.3708 -0.6669 0.2969 0.218
H 1.1571 0.0419 -1.4150 0.192
H -0.3408 -0.4137 -2.2894 0.203
H -0.0089 1.0688 -2.3077 0.244
H -3.4335 0.6125 -1.8070 0.489
H -3.4718 -0.9667 -1.9117 0.501
O -3.6813 -0.2032 -1.3677 -0.965
H 3.0913 3.2442 0.9048 0.474
H 2.9972 1.7635 0.3498 0.483
O 3.2171 2.6679 0.1501 -0.966
H 3.7277 -1.8493 -1.8295 0.478
H 2.1972 -1.8764 -2.0192 0.500
O 3.0359 -1.6447 -2.4404 -0.973
H -2.4051 -3.7687 -1.6129 0.473
H -2.7035 -2.8791 -0.3955 0.530
O -2.0434 -3.0362 -1.1028 -1.002
H -3.5250 -1.2180 1.3774 0.504
H -2.3836 -2.0184 2.0533 0.483
O -2.9770 -2.0366 1.2875 -1.046
H 1.7099 -1.5149 2.2954 0.517
H 2.0864 -0.3829 3.3253 0.481
O 2.0490 -0.5980 2.3893 -1.014
H -0.2022 -2.7682 -1.2437 0.526
H 0.6750 -3.8416 -0.5954 0.479
O 0.7109 -2.9389 -0.9336 -0.982
H 2.3754 2.7405 -2.7059 0.520
H 1.7788 3.9539 -1.9679 0.478
O 1.6154 3.3523 -2.7019 -0.968
H -0.1750 -2.9920 2.0159 0.493
H 0.8083 -2.9317 0.8321 0.490
O 0.7608 -2.9369 1.8129 -0.984
H -1.2479 2.4986 -3.2264 0.458
H 0.0302 2.8930 -2.4807 0.501
O -0.9582 2.8751 -2.3898 -0.993
H 3.2788 0.2050 -3.2351 0.507
H 3.1805 0.8457 -1.9277 0.486
O 3.1382 1.0891 -2.8629 -0.986
H -2.1710 -1.0711 4.0609 0.508
H -1.0534 -1.1404 3.1458 0.467
O -1.5806 -1.7458 3.6840 -0.953
H 3.2743 -0.6418 0.5726 0.496
H 4.3856 0.3432 0.6778 0.483
O 3.7969 -0.0429 0.0182 -0.966
H -3.4287 0.9432 1.2450 0.477
H -4.2162 0.1613 0.2328 0.496
O -4.1376 0.2864 1.2059 -0.956
```

Output
**Net charge**: 0


(2)
# C6H3NO2

C6H3NO2 as an isolated structure (ωB97M-V with the def2-TZVPD basis set, the Open Molecules 2025 dataset).

```
12
Properties=species:S:1:pos:R:3:nbo_charge:R:1
O 4.5687 -0.0241 0.6545 -0.461
C 3.9026 -0.0189 -0.3556 0.348
C 2.4536 -0.0245 -0.3396 -0.030
C 1.2371 -0.0041 -0.3646 -0.017
C -0.1372 -0.0152 -0.3450 -0.028
C -1.3515 0.0115 -0.3300 0.017
C -2.8053 0.0247 -0.3222 0.499
N -3.4646 -0.7689 0.4860 -0.702
H 4.3601 -0.0203 -1.3653 0.145
O -3.3258 1.2123 -0.1376 -0.647
H -3.0805 -1.7082 0.5295 0.364
H -4.0981 0.6839 0.6954 0.513
```

Output
**Net charge**: 0


(3)
# C7H23NO4

A 5-piece molecular cluster, C7H23NO4 overall (ωB97M-V with the def2-TZVPD basis set, the Open Molecules 2025 dataset).

```
35
Properties=species:S:1:pos:R:3:nbo_charge:R:1
C -0.4517 -1.5588 -2.6810 -0.676
C -0.8932 -0.7197 -1.5120 -0.248
C -0.1638 0.2442 -0.9543 0.055
C 1.1846 0.6991 -1.4358 -0.683
C -0.7156 0.8361 0.3315 -0.447
C -0.1922 2.1035 1.0478 -0.060
C -0.1905 3.2677 0.0287 -0.646
N -1.0826 2.2199 2.2160 -0.845
H 0.5965 -1.8172 -2.8160 0.205
H -0.7156 -2.6273 -2.6408 0.213
H -0.7955 -1.2084 -3.6387 0.225
H -1.8643 -1.1076 -1.2244 0.186
H 1.1903 0.8629 -2.5219 0.223
H 1.4254 1.7050 -1.1103 0.228
H 1.9502 -0.0500 -1.2500 0.241
H -1.8063 0.8846 0.3752 0.205
H -0.4716 -0.0088 0.9843 0.239
H 0.7924 1.8789 1.4534 0.213
H -0.5363 2.8714 -0.9219 0.208
H 0.8097 3.6600 -0.1235 0.213
H -0.7278 4.1641 0.3426 0.215
H -1.8677 2.8012 1.9591 0.354
H -0.6076 2.4893 3.0610 0.371
O 2.0809 -2.1418 -0.5793 -0.950
H 1.2589 -2.0760 -1.0803 0.479
H 1.8760 -2.9089 -0.0258 0.501
O 0.6338 -2.6942 1.8653 -0.957
H 0.7540 -2.2996 2.7363 0.486
H -0.2419 -2.3882 1.6365 0.474
O -2.7172 -1.8454 1.3233 -0.927
H -3.0970 -1.1766 0.7410 0.471
H -2.4350 -2.5043 0.6831 0.462
O 2.0621 -0.4538 1.5333 -0.981
H 1.9624 -0.8753 0.6512 0.494
H 2.9962 -0.2259 1.5465 0.461
```

Output
**SMILES string**: C/C=C(\C)C[C@@H](C)N.O.O.O.O
**Net charge**: 0


(4)
# C4H8N2O

The molecule C4H8N2O (ωB97M-V with the def2-TZVPD basis set, the Open Molecules 2025 dataset).

```
15
Properties=species:S:1:pos:R:3:nbo_charge:R:1
H -0.2266 0.4411 1.8595 0.339
N -0.2698 -0.3345 1.1923 -0.705
C -0.0349 0.0196 -0.0154 0.335
N 0.1711 1.2734 -0.5130 -0.604
C 0.4314 2.3937 0.3633 -0.421
C 0.1167 -1.1006 -1.0531 0.559
C -0.5070 -2.4377 -0.7218 -0.719
O 0.7845 -0.9107 -2.0517 -0.537
H 0.4684 1.3168 -1.4773 0.415
H 0.6074 3.2870 -0.2375 0.217
H 1.3143 2.2260 0.9982 0.193
H -0.4264 2.5986 1.0164 0.198
H -1.5411 -2.3576 -0.3692 0.242
H -0.4556 -3.0753 -1.6054 0.231
H 0.0489 -2.9104 0.0944 0.256
```

Output
**SMILES string**: [H]/N=C(\NC)C(C)=O
**Net charge**: 0


(5)
# C4H5NO2S

The molecule C4H5NO2S (ωB97M-V with the def2-TZVPD basis set, the Open Molecules 2025 dataset).

```
13
Properties=species:S:1:pos:R:3:nbo_charge:R:1
N -0.6262 2.5139 -0.7643 -0.288
C -0.7369 1.4912 -0.3019 0.257
C -0.9315 0.1721 0.3340 -0.503
S -2.7106 -0.4723 0.1432 0.034
C 0.0264 -0.7796 -0.4042 0.566
O -0.4521 -1.7476 -0.9288 -0.491
C 1.5113 -0.4124 -0.4697 -0.171
O 1.9854 0.0939 0.7859 -0.713
H -0.6036 0.1554 1.3626 0.275
H -3.2582 0.5420 0.8278 0.126
H 2.1103 -1.2691 -0.7697 0.204
H 1.6475 0.2989 -1.2773 0.226
H 2.0381 -0.5864 1.4626 0.477
```

Output
**SMILES string**: N#C[C@@H](S)C(=O)CO
**Net charge**: 0


(6)
# C2H5NOS

The molecule C2H5NOS (ωB97M-V with the def2-TZVPD basis set, the Open Molecules 2025 dataset).

```
10
Properties=species:S:1:pos:R:3:nbo_charge:R:1
C 0.1657 1.5669 -0.6403 -0.731
C 0.1600 0.1092 -0.3129 0.406
O 0.8812 -0.7383 -0.7747 -0.558
S -0.9015 -0.2340 1.0927 0.357
N -0.7028 -2.0068 1.1118 -0.954
H 0.0021 1.7777 -1.6625 0.245
H 1.1897 1.9570 -0.4488 0.247
H -0.3950 2.2040 -0.0345 0.229
H 0.2060 -2.2376 1.5374 0.370
H -0.6054 -2.3980 0.1319 0.388
```

Output
**SMILES string**: CC(=O)SN
**Net charge**: 0


Looking at energy for the records above, in order, we have -1433.229863 -435.442038 -636.160868 -341.962774 -758.798347 -607.371223 hartree.
Looking at Kohn-Sham gap for the records above, in order, we have 10.087 8.983 9.384 10.040 10.292 10.246 eV.
Looking at largest force on an atom for the records above, in order, we have 0.0592 0.1087 0.0378 0.0153 0.0643 0.0502 hartree/bohr.